[1]
Entry from the OMol25 dataset: a molecular structure, C44H34F12N2O5P2RuS3Si in a non-equilibrium geometry (ωB97M-V with the def2-TZVPD basis set).

XYZ file:
```
104
Properties=species:S:1:pos:R:3
Ru 0.1911 0.2955 -0.2938
C -1.6909 -0.1201 -3.4129
Si -1.2880 -0.9320 -1.6972
C -2.6938 -1.8497 -0.7375
C -3.7787 -2.5386 -1.2553
C -4.7697 -3.0421 -0.4247
C -4.6936 -2.8535 0.9426
C -3.6213 -2.1623 1.4840
C -2.6306 -1.6732 0.6484
P -1.2008 -0.7230 1.2505
C -0.2225 -2.0136 2.1008
C 0.7083 -1.6103 3.0565
C 1.5274 -2.5377 3.6704
C 1.4245 -3.8791 3.3346
C 0.5145 -4.2858 2.3732
C -0.3017 -3.3582 1.7483
C -1.6821 0.3170 2.6568
C -2.1037 -0.1830 3.8879
C -2.4199 0.6969 4.9063
C -2.3138 2.0668 4.7096
C -1.8610 2.5657 3.5003
C -1.5308 1.6872 2.4823
C -0.2403 -2.3523 -2.5050
C -0.8365 -3.2015 -3.4253
C -0.0870 -4.0655 -4.2022
C 1.2942 -4.0352 -4.1073
C 1.9094 -3.1878 -3.2054
C 1.1498 -2.3601 -2.3768
P 1.8705 -1.4946 -0.9185
C 2.1361 0.2463 -1.4332
C 2.8312 0.8734 -0.2800
C 3.6530 2.0335 -0.5329
C 3.7117 2.5436 -1.7930
C 2.9955 1.9719 -2.8714
C 2.2462 0.8237 -2.7010
C 3.5417 -2.2355 -1.0801
C 3.6955 -3.5292 -0.5960
C 4.8662 -4.2219 -0.8345
C 5.8939 -3.6174 -1.5418
C 5.7622 -2.3085 -1.9742
C 4.5905 -1.6111 -1.7409
H -2.5946 -0.5275 -3.8516
H -0.8793 -0.3404 -4.0986
H -1.7816 0.9535 -3.3562
H -3.8792 -2.6596 -2.3224
H -5.6220 -3.5534 -0.8494
H -5.4777 -3.2221 1.5873
H -3.5783 -1.9809 2.5468
H 0.7741 -0.5622 3.3197
H 2.2498 -2.2156 4.4061
H 2.0603 -4.6046 3.8212
H 0.4425 -5.3324 2.1072
H -1.0101 -3.6739 0.9939
H -2.1665 -1.2507 4.0525
H -2.7474 0.3131 5.8629
H -2.5715 2.7482 5.5062
H -1.7707 3.6289 3.3320
H -1.1678 2.0780 1.5364
H -1.9107 -3.1870 -3.5192
H -0.5718 -4.7467 -4.8873
H 1.9000 -4.6790 -4.7293
H 2.9874 -3.1677 -3.1580
H 2.1499 1.5124 1.6340
H 4.1716 2.4891 0.2976
H 4.3281 3.4104 -1.9842
H 3.0707 2.4240 -3.8472
H 1.7529 0.3453 -3.5388
H 2.8706 -3.9872 -0.0671
H 4.9742 -5.2388 -0.4864
H 6.8003 -4.1662 -1.7541
H 6.5694 -1.8317 -2.5131
H 4.4781 -0.5948 -2.0909
C -4.5017 0.8045 -1.6584
C -3.4250 1.5583 -0.8403
O -2.3889 0.7816 -0.4554
C -2.9048 2.7780 -1.6797
F -3.2271 3.9853 -1.2009
F -3.3933 2.7802 -2.9414
F -1.5804 2.7355 -1.8127
C -4.1539 2.1196 0.4096
F -4.4356 1.1267 1.2670
F -3.4958 3.0499 1.0897
F -5.3478 2.6742 0.1001
H -4.0446 0.3987 -2.5544
H -5.3212 1.4665 -1.9342
H -4.8780 -0.0159 -1.0514
S 4.4191 -0.4540 1.7434
C 3.0743 -0.1822 0.7887
N 2.0222 0.7485 0.9665
F 0.2964 6.1163 -1.0176
C 1.1524 5.1003 -1.0701
F 2.3885 5.5945 -1.0876
F 0.9652 4.4940 -2.2478
S 0.8968 3.8453 0.3283
O 0.5515 2.6499 -0.3954
O 2.1326 3.8050 1.0493
N -0.3044 4.3516 1.1867
S 0.1363 5.4737 2.2164
O 1.1014 6.3742 1.6689
O -0.9874 6.0214 2.9020
C 1.0519 4.5101 3.5871
F 2.3079 4.9118 3.7552
F 1.0700 3.1908 3.3661
F 0.4258 4.6865 4.7609
```

Summary:
Spin multiplicity: 6
Total charge: -1
Energy, eV: -153548.803

[2]
Entry from the OMol25 dataset: a molecular structure, C44H35BeF6N7O20S2 in a non-equilibrium geometry (ωB97M-V with the def2-TZVPD basis set).

XYZ file:
```
115
Properties=species:S:1:pos:R:3
Be -2.2669 1.2340 1.7497
C -0.0194 -1.3155 3.3332
F 0.6664 -1.2283 2.2283
F -0.9363 -2.2945 3.0569
F 0.7904 -1.8696 4.2403
S -0.6747 0.2552 3.8224
O -1.8526 -0.1205 4.6077
O 0.4194 0.9663 4.3716
O -0.9548 0.7955 2.4192
C -1.3939 3.8206 -1.4037
F -2.6822 3.7626 -1.9698
F -0.7015 2.8325 -1.9615
F -0.8879 4.9732 -1.6480
S -1.5439 3.7289 0.4956
O -0.2489 3.5492 1.1163
O -2.2967 4.8569 0.8634
O -2.3697 2.4389 0.7270
C 2.5864 5.1460 2.2135
C 3.8519 5.7522 2.1403
C 4.9575 5.2380 2.7973
C 4.7896 4.0450 3.5052
C 3.5247 3.4888 3.6135
C 2.4124 4.0208 2.9709
N 5.8141 3.4586 4.3588
O 6.7605 4.2061 4.6398
O 5.7260 2.2880 4.6969
H 1.7779 5.4960 1.6039
H 3.8875 6.6501 1.5446
H 5.9321 5.6378 2.6861
H 3.4268 2.6977 4.2941
H 1.4843 3.4709 3.0795
C -6.9312 4.8540 4.4915
C -6.9302 3.6091 5.2132
C -6.1371 2.5405 4.8430
C -5.3753 2.6842 3.7149
C -5.3909 3.8397 2.9722
C -6.2144 4.9197 3.3364
N -4.3861 1.6486 3.3165
O -3.4372 2.0043 2.7104
O -4.5502 0.5248 3.7126
H -7.5840 5.6394 4.8646
H -7.5396 3.4794 6.0555
H -6.2267 1.5908 5.3833
H -4.8417 3.9025 1.9995
H -6.1851 5.8547 2.7940
C 3.2023 -3.5546 1.8004
C 3.2987 -4.9310 1.3985
C 3.4644 -5.2194 0.0664
C 3.4686 -4.1158 -0.8436
C 3.4135 -2.8159 -0.4733
C 3.2299 -2.5322 0.8840
N 3.5324 -4.3691 -2.3846
O 3.3072 -5.4966 -2.7642
O 3.8242 -3.4095 -3.1279
H 3.1002 -3.2649 2.8459
H 3.1953 -5.7529 2.0744
H 3.3983 -6.2479 -0.3098
H 3.4827 -2.0788 -1.2367
H 3.1878 -1.5233 1.1252
C -7.7410 -3.5967 0.0340
C -7.0920 -4.0930 -1.1026
C -5.7834 -4.4484 -1.1133
C -5.0979 -4.2365 0.1088
C -5.6576 -3.6731 1.2130
C -7.0292 -3.3333 1.1881
N -3.6678 -4.5899 0.1107
O -2.9878 -4.3714 1.1001
O -3.1918 -5.0797 -0.9570
H -8.8007 -3.5147 -0.0470
H -7.6829 -4.1194 -2.0055
H -5.2491 -4.8726 -1.9190
H -5.0730 -3.5716 2.1221
H -7.4680 -3.0684 2.0980
C 6.7782 -1.1112 -0.8260
C 6.3834 -0.1039 0.0391
C 5.4564 0.8775 -0.3524
C 5.0427 0.8950 -1.6392
C 5.4140 -0.0735 -2.5341
C 6.2707 -1.0943 -2.1073
N 4.2269 2.0963 -2.1238
O 3.7838 2.8665 -1.2723
O 3.9788 2.0700 -3.3492
H 7.4167 -1.8676 -0.3799
H 6.6774 -0.1411 1.1228
H 5.3054 1.7472 0.2539
H 4.9941 -0.0551 -3.5365
H 6.5965 -1.9387 -2.7090
C 4.7520 -0.2415 -6.3562
C 3.8186 0.7493 -6.2226
C 2.5446 0.3909 -5.7973
C 2.1754 -0.8646 -5.4555
C 3.0620 -1.9190 -5.7209
C 4.3656 -1.5621 -6.0887
N 0.8516 -1.1541 -4.9228
O -0.0591 -0.3566 -5.0668
O 0.6220 -2.2931 -4.4591
H 5.7854 -0.1504 -6.7197
H 4.0240 1.7703 -6.3259
H 1.9887 1.3275 -5.6450
H 2.8258 -2.9259 -5.4908
H 5.0435 -2.3596 -6.1391
C -2.6782 -2.1969 -3.3800
C -1.7856 -2.3749 -2.3320
C -2.0332 -1.6070 -1.1803
C -3.1575 -0.7253 -1.2410
C -4.0664 -0.6043 -2.2301
C -3.7823 -1.3643 -3.3539
N -3.6277 -0.1645 0.0588
O -4.7774 0.2784 0.1552
O -2.7657 -0.2026 0.9820
H -2.4865 -2.7792 -4.2718
H -0.9422 -2.9647 -2.3442
H -1.5659 -1.7313 -0.2036
H -4.9183 0.0035 -2.0636
H -4.3700 -1.3382 -4.2568
```

Summary:
Spin multiplicity: 1
Total charge: 0
Energy, eV: -135935.562

[3]
Entry from the OMol25 dataset: a molecular structure, C44H35BrF7LaN4PS in a non-equilibrium geometry (ωB97M-V with the def2-TZVPD basis set).

XYZ file:
```
94
Properties=species:S:1:pos:R:3
La 0.4971 0.1567 -0.1501
N 3.0976 3.4628 0.0454
C 2.6866 2.2225 0.4279
S 1.2505 2.3376 1.3701
N 3.3388 1.1778 -0.0098
N 2.9343 -0.1219 0.3379
C 3.1269 -1.1145 -0.4610
C 2.9318 -2.5209 -0.0159
C 2.8951 -3.5993 -0.9116
C 2.6497 -4.8961 -0.4487
C 2.4295 -5.1252 0.9082
C 2.4562 -4.0597 1.8056
C 2.7079 -2.7647 1.3463
C 3.2157 -0.7549 -1.8383
C 4.1911 -1.0790 -2.7618
C 4.0656 -0.4972 -4.0183
C 2.9996 0.3718 -4.2630
C 2.0949 0.6227 -3.2368
N 2.1780 0.0608 -2.0178
H 2.2907 4.0649 0.1572
H 3.4520 3.4093 -0.8957
H 3.0204 -3.4529 -1.9788
H 2.6086 -5.7228 -1.1524
H 2.2184 -6.1292 1.2651
H 2.2618 -4.2237 2.8619
H 2.6951 -1.9324 2.0507
H 5.0260 -1.7137 -2.4998
H 4.8039 -0.6897 -4.7902
H 2.8850 0.8617 -5.2229
H 1.2622 1.3077 -3.3644
F -3.8180 0.2052 -6.3920
C -3.1550 0.6521 -5.3162
C -3.1537 1.9946 -5.0105
F -3.8118 2.8611 -5.7940
C -2.4616 2.4564 -3.8940
F -2.4739 3.7813 -3.6863
C -1.7477 1.5888 -3.0270
P -0.9051 2.3335 -1.5302
C 0.1473 3.6331 -2.2371
C 0.8518 3.3994 -3.4335
C 1.7155 4.3581 -3.9712
C 1.9091 5.5659 -3.3114
C 1.2554 5.8043 -2.1062
C 0.3973 4.8393 -1.5667
C -2.3235 3.0802 -0.6748
C -2.9753 2.2871 0.2888
C -4.0893 2.7600 0.9882
C -4.5745 4.0388 0.7381
C -3.9464 4.8402 -0.2104
C -2.8324 4.3635 -0.9101
C -1.7410 0.2075 -3.3810
Br -0.7925 -1.2073 -2.4748
C -2.4518 -0.2334 -4.5161
F -2.4558 -1.5324 -4.8558
H 0.7571 2.4542 -3.9631
H 2.2442 4.1527 -4.8987
H 2.5817 6.3120 -3.7261
H 1.4212 6.7382 -1.5753
H -0.0654 5.0468 -0.6040
H -2.6206 1.2811 0.5093
H -4.5755 2.1272 1.7263
H -5.4414 4.4096 1.2784
H -4.3251 5.8386 -0.4149
H -2.3855 5.0160 -1.6565
F -2.9455 -3.7966 8.4533
C -1.8948 -2.9319 8.5092
F -2.2751 -1.9356 9.3556
F -0.8932 -3.6011 9.1439
C -1.4704 -2.4080 7.1571
C -2.1293 -2.8050 5.9834
C -1.7246 -2.3109 4.7394
C -0.6554 -1.4131 4.6518
C 0.0067 -1.0125 5.8170
C -0.3981 -1.5064 7.0606
C -0.2404 -0.9064 3.3746
C 0.1046 -0.4851 2.3127
H -2.9644 -3.5036 6.0311
H -2.2499 -2.6322 3.8412
H 0.8408 -0.3143 5.7656
H 0.1273 -1.1851 7.9597
C -0.8270 -4.5552 0.1531
C -0.8148 -3.0236 0.2058
C -1.1568 -2.5295 1.6137
C 0.5495 -2.4813 -0.2219
H -1.8292 -4.9397 0.4394
H -0.0694 -4.9787 0.8473
H -0.6030 -4.9043 -0.8776
H -1.5822 -2.6368 -0.4998
H -0.4094 -2.8936 2.3515
H -2.1623 -2.8946 1.9136
H -1.1696 -1.4188 1.6354
H 0.7847 -2.8007 -1.2597
H 1.3508 -2.8426 0.4584
H -1.7285 0.5349 0.1544
```

Summary:
Spin multiplicity: 1
Total charge: -1
Energy, eV: -162197.626

[4]
Entry from the OMol25 dataset: a molecular structure, C44H35Cl2F6IrN8O7S7 in a non-equilibrium geometry (ωB97M-V with the def2-TZVPD basis set).

XYZ file:
```
110
Properties=species:S:1:pos:R:3
Ir 0.3914 -0.1939 -0.4577
S -1.5597 -0.8001 -1.5097
C -2.5079 0.3586 -0.6041
N -3.7386 0.2540 -0.2472
N -4.3298 -0.9143 -0.4899
C -5.6350 -1.1555 -0.0706
C -6.3992 -0.1673 0.5458
C -7.6930 -0.4600 0.9469
C -8.2379 -1.7202 0.7434
C -7.4686 -2.6989 0.1283
C -6.1748 -2.4240 -0.2789
N -1.9260 1.5919 -0.3046
N -0.6743 1.5849 -0.2880
C -0.1173 2.9104 -0.3282
C -0.6871 3.8630 -1.1588
C -0.1463 5.1403 -1.1910
C 0.9448 5.4596 -0.3957
C 1.4988 4.4997 0.4439
C 0.9685 3.2218 0.4721
H -3.7791 -1.6731 -0.8770
H -5.9686 0.8103 0.7043
H -8.2833 0.3104 1.4271
H -9.2482 -1.9386 1.0622
H -7.8780 -3.6873 -0.0366
H -5.5746 -3.1909 -0.7548
H -1.5265 3.5948 -1.7845
H -0.5798 5.8861 -1.8442
H 1.3627 6.4577 -0.4243
H 2.3343 4.7514 1.0857
H 1.3478 2.4719 1.1474
Cl 3.3432 -2.1983 4.0006
C 3.2824 -0.9443 2.8184
C 4.4080 -0.1921 2.5372
C 4.3192 0.7369 1.5175
C 3.1441 0.8415 0.7963
N 2.0541 0.1184 1.0761
C 2.1181 -0.7405 2.0983
H 5.3230 -0.3486 3.0917
H 5.1628 1.3610 1.2588
H 3.0736 1.4857 -0.0655
H 1.2169 -1.2847 2.3413
C -0.2486 -3.9281 4.2001
C -0.4213 -2.5637 4.8216
C 0.4448 -2.2187 5.8604
C 0.3304 -1.0247 6.5423
Cl 1.4796 -0.6361 7.7939
C -0.6988 -0.1485 6.2542
C -1.5650 -0.4719 5.2292
C -1.4078 -1.6298 4.4717
O -2.3522 -1.7645 3.4864
C -2.1085 -2.5269 2.3170
C -0.9534 -2.1824 1.3635
O -0.4470 -3.1313 0.7902
O -0.7259 -0.9281 1.1346
H 0.4174 -4.5242 4.8223
H 0.1865 -3.8838 3.1991
H -1.1956 -4.4607 4.1316
H 1.2124 -2.9212 6.1553
H -0.8121 0.7722 6.8102
H -2.3969 0.1741 4.9853
H -3.0172 -2.4067 1.7219
H -2.0027 -3.5822 2.5377
C 3.1532 2.3129 -2.7474
C 2.3303 1.0189 -2.8027
O 1.7298 0.8701 -1.5827
C 1.2858 1.1643 -3.9354
F 0.3286 0.2345 -3.8771
F 1.8443 1.0898 -5.1591
F 0.6712 2.3592 -3.8597
C 3.3164 -0.1313 -3.1635
F 3.9357 -0.5604 -2.0556
F 4.2762 0.2733 -4.0154
F 2.7266 -1.1872 -3.7398
H 2.5144 3.0998 -2.3520
H 3.5315 2.6033 -3.7260
H 3.9986 2.1662 -2.0751
C -3.6849 3.0032 2.1759
S -2.8246 4.5325 1.7567
C -1.2544 4.4699 2.4686
C -0.4709 3.3899 2.8835
S -0.7855 1.7674 2.7322
S 1.1160 3.8646 3.5014
C 1.0262 5.5586 3.2021
S 2.2242 6.6304 3.4838
S -0.5167 6.0402 2.5649
H -4.7241 3.2270 1.9347
H -3.5907 2.7875 3.2365
H -3.3339 2.1705 1.5760
O 6.4084 -8.6183 -1.9913
S 5.4884 -8.2545 -0.9313
O 5.9062 -7.1344 -0.1132
O 4.9180 -9.3697 -0.1967
C 4.0387 -7.6297 -1.8425
N 3.4927 -8.4505 -2.7474
C 2.4100 -8.0134 -3.3647
C 1.8489 -6.7663 -3.1212
C 2.5060 -5.9841 -2.1882
N 3.5884 -6.4173 -1.5480
C 2.0558 -4.6157 -1.8150
C 1.1565 -3.8757 -2.5683
C 0.7917 -2.6121 -2.1556
N 1.2542 -2.0438 -1.0327
C 2.1422 -2.7558 -0.3242
C 2.5695 -4.0140 -0.6734
H 1.9610 -8.6874 -4.0886
H 0.9492 -6.4466 -3.6269
H 0.7501 -4.2500 -3.4972
H 0.1283 -2.0209 -2.7660
H 2.5460 -2.2914 0.5565
H 3.2965 -4.5416 -0.0716
```

Summary:
Spin multiplicity: 2
Total charge: -1
Energy, eV: -192487.635